# C4H7FS

The molecule C4H7FS (ωB97M-V with the def2-TZVPD basis set, the Open Molecules 2025 dataset).

Results
E_HOMO	-0.3313	hartree
energy above the lowest of the compared OMol25 structures with the same formula, charge and spin	75.71	kcal/mol
lowest unoccupied orbital energy	0.835	eV
net charge	0
SMILES	C[C@@H]1S[C@H]1CF
gap between HOMO and LUMO	9.85	eV

Each atom is followed by the atoms it is bonded to, with distances in Å.
CARTESIAN COORDINATES (ANGSTROEM)
1 C -1.64 1.05 0.11  C2 1.446, H5 1.178, H6 1.099, H7 1.213
2 C -0.54 0.35 -0.52  C1 1.446, C3 1.507, H8 1.229, S13 1.933
3 C 0.43 -0.38 0.37  C2 1.507, C4 1.397, H9 1.086, S13 1.793
4 C 1.78 -0.69 0.15  C3 1.397, H10 1.144, H11 1.180, F12 1.369
5 H -1.73 0.31 1.03  C1 1.178
6 H -2.41 0.60 -0.53  C1 1.099
7 H -1.67 2.26 0.12  C1 1.213
8 H -0.12 0.40 -1.67  C2 1.229
9 H -0.01 -0.02 1.30  C3 1.086
10 H 2.52 -1.22 0.84  C4 1.144
11 H 1.73 -1.50 -0.70  C4 1.180
12 F 2.46 0.40 -0.31  C4 1.369
13 S -0.80 -1.54 -0.20  C2 1.933, C3 1.793